Molecular formula: C21H16I2N4O4S3Tc
Method: DFT, wB97M-V/def2-TZVPD

Results
Calculated total energy ... -87094.093 eV
HOMO (spin up / spin down) ... -0.277 / -0.295 Eh
Energy above the lowest of the compared OMol25 structures with the same formula, charge and spin ... 0.0 kcal/mol
2S+1 ... 2
Kohn-Sham gap (spin up / spin down) ... 0.24104 / 0.26977 Eh

Last column: Mulliken spin population.
Geometry (Å):
Tc  -2.019  -0.299  0.259  0.78
I  -1.558  -4.539  4.367  0.00
C  -2.251  -4.010  2.493  -0.01
C  -2.896  -4.917  1.669  0.00
C  -3.333  -4.507  0.422  0.00
C  -3.111  -3.199  0.033  0.01
N  -2.488  -2.331  0.831  -0.03
C  -2.065  -2.714  2.037  0.02
H  -3.054  -5.937  1.995  0.00
H  -3.835  -5.193  -0.244  0.00
H  -3.421  -2.820  -0.930  0.00
H  -1.562  -1.961  2.628  -0.01
N  4.717  2.277  -2.309  0.00
C  3.825  1.256  -2.022  0.00
C  3.133  1.248  -0.804  0.00
C  2.278  0.214  -0.495  0.00
C  2.092  -0.835  -1.392  0.00
C  2.774  -0.836  -2.599  0.00
C  3.639  0.200  -2.912  0.00
S  0.966  -2.123  -1.002  0.00
O  1.007  -3.058  -2.100  0.00
O  1.220  -2.550  0.345  0.00
N  -0.473  -1.411  -0.974  -0.01
C  -1.221  -1.231  -2.085  -0.03
S  -1.052  -1.531  -3.772  0.00
C  -2.569  -0.731  -4.039  0.00
C  -3.119  -0.319  -2.878  0.00
N  -2.358  -0.636  -1.780  0.00
H  4.601  3.136  -1.799  0.00
H  4.959  2.405  -3.276  0.00
H  3.274  2.061  -0.101  0.00
H  1.753  0.217  0.453  0.00
H  2.630  -1.655  -3.290  0.00
H  4.174  0.186  -3.854  0.00
H  -2.980  -0.631  -5.029  0.00
H  -4.056  0.196  -2.741  0.00
S  -3.874  0.429  0.795  0.26
I  2.270  6.196  4.325  0.00
C  1.296  4.667  3.315  0.00
C  1.470  3.356  3.745  0.00
C  0.814  2.335  3.079  0.00
C  0.010  2.628  1.981  0.00
C  -0.150  3.936  1.551  0.00
C  0.487  4.965  2.227  0.00
C  -0.659  1.506  1.291  0.00
O  -0.880  0.413  1.918  -0.01
O  -1.012  1.580  0.080  0.00
H  2.106  3.138  4.592  0.00
H  0.916  1.307  3.399  0.00
H  -0.774  4.137  0.689  0.00
H  0.358  5.990  1.908  0.00